{
  "formula": "C29H25AlN5",
  "method": "ωB97M-V/def2-TZVPD",
  "species": ["C", "C", "H", "N", "C", "H", "H", "H", "H", "C", "C", "C", "C", "C", "H", "C", "N", "C", "C", "H", "H", "C", "C", "C", "H", "C", "C", "C", "H", "C", "H", "H", "H", "C", "Al", "C", "H", "C", "C", "C", "H", "H", "H", "H", "H", "N", "C", "H", "H", "H", "C", "N", "C", "C", "N", "H", "C", "C", "H", "H"],
  "xyz": [[1.276, 0.248, 3.130], [-1.512, -1.499, 0.420], [-2.209, 1.214, -2.893], [1.490, -0.173, 0.026], [-1.873, 5.163, 0.186], [-0.575, 6.662, 1.012], [-2.148, -4.802, 0.830], [6.013, -0.086, 0.485], [-2.701, 5.846, 0.045], [-3.250, -3.600, -0.522], [0.234, 3.406, 0.535], [2.543, 0.151, 2.323], [1.349, 0.145, 4.524], [-2.280, -3.801, 0.434], [3.761, 0.561, 4.038], [0.025, 0.484, 2.538], [-1.042, 1.588, -0.388], [-0.963, 2.938, -0.009], [-1.390, -2.773, 0.875], [1.069, 2.726, 0.683], [-0.591, -3.047, 1.555], [0.237, 0.348, 5.323], [-4.287, 0.841, -2.301], [-2.829, 0.855, -2.081], [5.900, 0.385, 2.935], [-0.987, 0.661, 4.750], [0.369, 4.734, 0.900], [-2.020, 3.833, -0.184], [3.903, -0.323, -0.769], [-5.192, 0.349, -1.448], [-4.101, -2.120, -1.870], [-3.868, -4.418, -0.861], [-1.852, 0.853, 5.372], [2.651, -0.060, 0.942], [-0.338, 0.186, 0.668], [3.769, 0.323, 2.986], [-2.046, 0.927, 2.917], [-1.081, 0.702, 3.368], [-3.429, -2.323, -1.048], [-4.977, -0.215, -0.124], [1.305, 5.077, 1.323], [-5.744, 0.061, 0.597], [-4.855, -1.358, 2.174], [2.276, -0.113, 5.015], [1.631, 0.511, -0.719], [-4.011, -1.512, 1.645], [-3.990, -0.987, 0.381], [-2.956, 3.487, -0.602], [0.331, 0.266, 6.398], [1.537, -1.077, -0.443], [-2.655, -1.232, -0.480], [-2.366, 1.144, -0.672], [3.881, -0.151, 0.302], [4.996, 0.239, 2.359], [-2.200, -0.128, -1.280], [-6.237, 0.475, -1.712], [5.064, -0.015, 0.998], [-0.683, 5.624, 0.729], [-3.162, -1.433, 2.187], [-4.636, 1.302, -3.216]],
  "lowdin_charge": [-0.16, -0.05, 0.15, 0.11, -0.08, 0.10, 0.12, 0.11, 0.10, -0.03, -0.05, -0.09, -0.03, 0.01, 0.11, -0.14, -0.02, -0.28, -0.06, 0.09, 0.12, -0.06, -0.01, -0.16, 0.11, -0.07, -0.08, -0.03, 0.12, -0.06, 0.14, 0.12, 0.11, -0.19, 0.42, -0.02, 0.10, -0.11, 0.06, 0.02, 0.11, 0.13, 0.12, 0.10, 0.13, 0.16, -0.25, 0.10, 0.11, 0.14, -0.35, 0.00, -0.04, -0.05, -0.01, 0.12, -0.06, -0.10, 0.10, 0.11],
  "total_charge": 1,
  "e_homo_ha": -0.3604
}



{
  "formula": "C2H10N2O",
  "method": "ωB97M-V/def2-TZVPD",
  "species": ["N", "C", "H", "C", "N", "H", "H", "H", "H", "H", "O", "H", "H", "H", "H"],
  "xyz": [[0.873, -1.613, 0.681], [0.355, -1.389, -0.656], [1.493, -2.394, 0.834], [0.571, 0.012, -1.171], [0.194, 1.047, -0.174], [-0.703, -1.609, -0.684], [0.814, -2.101, -1.324], [-1.440, 2.162, 1.040], [0.186, -1.557, 1.416], [1.590, 0.208, -1.519], [-2.210, 1.993, 1.605], [0.943, 1.730, -0.162], [-0.061, 0.171, -2.050], [-2.799, 2.736, 1.433], [0.195, 0.603, 0.731]],
  "lowdin_charge": [-0.01, -0.29, 0.06, -0.27, -0.01, 0.10, 0.11, 0.00, 0.07, 0.10, -0.08, 0.07, 0.10, 0.03, 0.04],
  "smiles": "NCCN.O",
  "e_homo_ha": -0.3397
}



{
  "formula": "C2H9N4",
  "method": "ωB97M-V/def2-TZVPD",
  "species": ["H", "H", "H", "H", "H", "C", "H", "H", "N", "N", "C", "H", "N", "H", "N"],
  "xyz": [[0.616, -2.033, 0.578], [-1.686, -1.763, 0.122], [-0.669, 1.024, -0.694], [-3.311, 1.233, -0.213], [1.536, 0.838, 0.868], [-0.939, -0.981, -0.041], [-1.901, 0.073, -1.571], [3.518, -0.216, 0.510], [1.750, 0.571, -0.099], [-2.575, 0.741, 0.267], [-1.492, 0.304, -0.579], [3.143, -0.223, -1.196], [2.878, 0.038, -0.246], [-2.281, 1.243, 1.094], [0.273, -1.144, 0.228]],
  "lowdin_charge": [0.09, 0.14, 0.10, 0.08, 0.12, -0.17, 0.13, 0.16, 0.16, 0.01, -0.27, 0.16, 0.10, 0.08, 0.11],
  "total_charge": 1,
  "e_homo_ha": [-0.4729, -0.4729]
}



no.,E_tot (eV)
1,-44517.337
2,-7263.564
3,-8170.932